(1)
The following is a quantum chemistry calculation of an isolated molecule of C3H3FS in a non-equilibrium geometry, from the Open Molecules 2025 dataset.

The geometry in ORCA input format:
```
! wB97M-V def2-TZVPD RIJCOSX def2/J DEFGRID3
* xyz 0 1
C 1.31 1.30 0.00
C 0.92 0.02 -0.10
F 1.90 -0.87 -0.03
C -0.43 -0.61 0.11
S -1.88 0.09 -0.04
H 0.52 2.13 0.27
H 2.32 1.62 0.12
H -0.55 -1.68 0.34
*
```

* HOMO-LUMO gap: 8.0 eV
* E_HOMO: -9.12 eV
* SMILES string: C=C(F)C=S
* relative energy (zero: lowest compared OMol25 entry of this formula, charge and spin): 11.2 kcal per mole
* lowest unoccupied orbital energy: -1.09 eV

So, what does the Löwdin scheme give us? The charges, in e, come out as: 0.08, -0.44, 0.04, -0.60, 0.69, 0.11, 0.06, 0.05

(2)
The following is a quantum chemistry calculation of a structure of composition C3H3FeLiO2 in a non-equilibrium geometry, from the Open Molecules 2025 dataset.

The geometry in ORCA input format:
```
! wB97M-V def2-TZVPD RIJCOSX def2/J DEFGRID3
* xyz 0 5
C -0.58 0.91 -0.29
C 0.55 1.07 0.41
H 1.42 1.52 -0.06
H -0.55 1.03 -1.39
H 0.68 0.60 1.39
O -1.70 0.31 0.15
C -2.28 -1.50 -0.40
O -2.65 -1.98 0.62
Li -3.33 0.19 -1.47
Fe -2.89 0.37 2.32
*
```

* HOMO-LUMO gap (spin up / spin down): 4.0 / 4.3 eV
* E_HOMO (spin up / spin down): -5.34 / -5.78 eV
* relative energy (zero: lowest compared OMol25 entry of this formula, charge and spin): 38.6 kcal per mole
* lowest unoccupied orbital energy (spin up / spin down): -1.31 / -1.44 eV

Here are the Löwdin charges for atoms 1 to 8, given in e: -0.40, -0.02, 0.04, 0.09, 0.05, -0.50, -0.09, -0.07

(3)
The following is a quantum chemistry calculation of a structure of composition C3H3GaO2 in a non-equilibrium geometry, from the Open Molecules 2025 dataset.

The geometry in ORCA input format:
```
! wB97M-V def2-TZVPD RIJCOSX def2/J DEFGRID3
* xyz 2 1
C -2.12 -1.12 -0.12
C -0.86 -0.38 -0.16
H -2.05 -2.20 0.06
H -2.96 -0.60 0.38
H -2.19 -0.91 -1.24
O 0.68 -1.02 -0.19
C 1.85 0.32 -0.02
Ga -0.73 1.53 0.04
O 1.26 1.30 0.13
*
```

* HOMO-LUMO gap (spin up / spin down): 8.8 / 7.1 eV
* E_HOMO (spin up / spin down): -22.25 / -20.76 eV
* relative energy (zero: lowest compared OMol25 entry of this formula, charge and spin): 140.4 kcal per mole
* lowest unoccupied orbital energy (spin up / spin down): -13.46 / -13.69 eV

Here are the Löwdin charges for atoms 1 to 8, given in e: 0.03, -0.03, 0.15, 0.15, 0.19, 0.01, 0.25, 1.22

(4)
The following is a quantum chemistry calculation of a structure of composition C3H3GdO4 in a non-equilibrium geometry, from the Open Molecules 2025 dataset.

The geometry in ORCA input format:
```
! wB97M-V def2-TZVPD RIJCOSX def2/J DEFGRID3
* xyz 3 9
O 3.76 1.75 -1.56
C 2.66 1.34 -1.36
C 1.86 1.66 -0.10
H 2.24 0.09 -1.48
H 2.41 1.18 0.72
H 1.79 2.74 0.06
O 0.51 1.18 -0.23
C 0.19 -0.07 -0.13
O 1.00 -0.92 -0.66
O -1.00 -0.39 -0.09
Gd -2.91 -1.36 1.18
*
```

* HOMO-LUMO gap (spin up / spin down): 10.3 / 4.2 eV
* E_HOMO (spin up / spin down): -23.98 / -21.38 eV
* lowest unoccupied orbital energy (spin up / spin down): -13.64 / -17.14 eV

Here are the Löwdin charges for atoms 1 to 8, given in e: 0.43, 0.04, 0.03, 0.29, 0.20, 0.19, 0.13, -0.61

(5)
The following is a quantum chemistry calculation of a structure of composition C3H3HgLiO2 in a non-equilibrium geometry, from the Open Molecules 2025 dataset.

The geometry in ORCA input format:
```
! wB97M-V def2-TZVPD RIJCOSX def2/J DEFGRID3
* xyz 1 2
O -1.76 -0.13 -0.51
Li -3.04 -1.38 -0.82
C 0.59 1.42 0.46
C 0.06 0.12 0.68
O 1.82 0.96 -0.03
C 1.36 -0.41 0.09
H -0.45 -0.26 1.57
H 1.28 -0.89 -0.89
H 2.01 -0.99 0.76
Hg -1.87 1.57 -1.30
*
```

* HOMO-LUMO gap (spin up / spin down): 5.9 / 6.4 eV
* E_HOMO (spin up / spin down): -12.20 / -12.53 eV
* relative energy (zero: lowest compared OMol25 entry of this formula, charge and spin): 129.4 kcal per mole
* lowest unoccupied orbital energy (spin up / spin down): -6.34 / -6.18 eV

Here are the Löwdin charges for atoms 1 to 8, given in e: -0.89, 0.76, -0.04, -0.12, -0.06, -0.14, 0.12, 0.13

(6)
The following is a quantum chemistry calculation of a structure of composition C3H3HgLiO3 in a non-equilibrium geometry, from the Open Molecules 2025 dataset.

The geometry in ORCA input format:
```
! wB97M-V def2-TZVPD RIJCOSX def2/J DEFGRID3
* xyz 1 2
H -0.19 2.58 -0.22
C 0.52 1.70 -0.18
C -0.08 0.32 -0.09
O 0.99 -0.61 0.05
C 0.71 -1.93 0.11
O -0.50 -2.24 0.07
O 1.53 2.00 0.41
Hg 0.43 -4.61 0.24
H -0.67 0.14 -1.01
H -0.77 0.26 0.76
Li -1.97 2.41 -0.14
*
```

* HOMO-LUMO gap (spin up / spin down): 6.3 / 5.5 eV
* E_HOMO (spin up / spin down): -11.81 / -11.19 eV
* relative energy (zero: lowest compared OMol25 entry of this formula, charge and spin): 61.2 kcal per mole
* lowest unoccupied orbital energy (spin up / spin down): -5.50 / -5.66 eV

Here are the Löwdin charges for atoms 1 to 8, given in e: 0.07, -0.22, -0.20, -0.06, -0.34, -0.25, 0.15, 0.69

(7)
The following is a quantum chemistry calculation of a structure of composition C3H3HgO2 in a non-equilibrium geometry, from the Open Molecules 2025 dataset.

The geometry in ORCA input format:
```
! wB97M-V def2-TZVPD RIJCOSX def2/J DEFGRID3
* xyz -1 1
O -0.83 0.35 2.28
Hg 3.18 -0.19 0.84
O 1.60 0.21 -0.13
C 0.41 -0.23 0.22
C -0.32 0.35 1.20
C -0.81 -0.10 -0.87
H -0.66 -0.96 -1.54
H -0.73 0.81 -1.48
H -1.84 -0.24 -0.52
*
```

* HOMO-LUMO gap: 6.0 eV
* E_HOMO: -2.18 eV
* relative energy (zero: lowest compared OMol25 entry of this formula, charge and spin): 26.8 kcal per mole
* lowest unoccupied orbital energy: 3.80 eV

Here are the Löwdin charges for atoms 1 to 8, given in e: 0.04, 0.33, -0.69, -0.52, -0.24, -0.09, 0.05, 0.06

(8)
The following is a quantum chemistry calculation of a structure of composition C3H3I3O in a non-equilibrium geometry, from the Open Molecules 2025 dataset.

The geometry in ORCA input format:
```
! wB97M-V def2-TZVPD RIJCOSX def2/J DEFGRID3
* xyz 0 1
C -1.67 1.05 -0.51
C -1.03 2.03 -0.34
C -3.53 -0.97 0.11
O -3.28 -2.40 0.62
I -0.60 3.96 -0.26
I -4.13 -1.29 -1.94
I -4.77 0.07 1.42
H -1.62 -0.11 -0.67
H -2.29 -0.41 0.20
H -2.81 -2.28 1.50
*
```

* HOMO-LUMO gap: 9.1 eV
* E_HOMO: -9.41 eV
* relative energy (zero: lowest compared OMol25 entry of this formula, charge and spin): 111.3 kcal per mole
* lowest unoccupied orbital energy: -0.32 eV

Here are the Löwdin charges for atoms 1 to 8, given in e: -0.14, -0.81, -1.36, -0.34, 0.92, 0.77, 0.79, 0.06

(9)
The following is a quantum chemistry calculation of an isolated molecule of C3H3IN2O in a non-equilibrium geometry, from the Open Molecules 2025 dataset.

The geometry in ORCA input format:
```
! wB97M-V def2-TZVPD RIJCOSX def2/J DEFGRID3
* xyz 0 1
H 0.02 2.45 -1.05
N -0.04 1.74 -0.34
C -0.54 0.60 -0.42
C -0.12 -0.40 0.59
O 0.79 -0.08 1.49
I -1.78 -1.31 1.79
C 0.51 -1.61 -0.67
N 0.96 -2.29 -1.48
H -1.01 0.13 -1.22
H 1.22 0.76 1.31
*
```

* HOMO-LUMO gap: 9.5 eV
* E_HOMO: -10.26 eV
* SMILES string: [H]/N=C/[C@@](O)(I)C#N
* relative energy (zero: lowest compared OMol25 entry of this formula, charge and spin): 45.9 kcal per mole
* lowest unoccupied orbital energy: -0.77 eV

Here are the Löwdin charges for atoms 1 to 8, given in e: 0.07, 0.15, -0.30, -0.82, -0.06, 0.82, -0.15, 0.08

(10)
The following is a quantum chemistry calculation of a structure of composition C3H3IN2O in a non-equilibrium geometry, from the Open Molecules 2025 dataset.

The geometry in ORCA input format:
```
! wB97M-V def2-TZVPD RIJCOSX def2/J DEFGRID3
* xyz 0 1
C -0.14 0.72 -0.46
C -0.54 1.11 0.74
C 0.92 -0.88 0.22
N -0.18 0.24 1.83
N 0.53 -0.74 1.56
O 1.06 -2.08 -0.31
I 2.91 0.22 0.14
H -0.08 0.82 -1.49
H -1.08 2.00 0.94
H 1.66 -2.74 0.01
*
```

* HOMO-LUMO gap: 8.4 eV
* E_HOMO: -9.40 eV
* relative energy (zero: lowest compared OMol25 entry of this formula, charge and spin): 79.9 kcal per mole
* lowest unoccupied orbital energy: -0.98 eV

Here are the Löwdin charges for atoms 1 to 8, given in e: 0.06, -0.19, -0.75, 0.01, -0.05, -0.03, 0.69, 0.05